No. 1
One molecule with the formula C15H12N2O3, computed with the ωB97M-V functional and the def2-TZVPD basis.

Structure (XYZ):
```
32
C15H12N2O3 | OMol25 | the ωB97M-V functional and the def2-TZVPD basis
C -0.2353 2.0744 4.2800
O -0.9727 2.3003 2.9734
C -0.0797 2.1028 1.9819
C 1.1938 2.6857 1.8515
C 1.8259 2.5412 0.5758
C 1.3947 1.6661 -0.3679
C 2.1004 1.4831 -1.4795
C 1.7410 0.6295 -2.4327
C 0.5473 -0.1329 -2.3256
C -0.2961 0.0155 -1.2505
C -1.5509 -0.8172 -1.1825
C -1.3249 -2.2173 -1.4673
N -1.4443 -2.7487 -2.7484
C -1.2179 -4.1015 -2.4400
O -1.3099 -4.9107 -3.2740
N -0.9681 -4.3770 -1.1319
C -1.1496 -3.2017 -0.4670
O -1.0156 -3.2181 0.7430
C 0.1245 0.9455 -0.2459
C -0.5611 1.1543 0.9857
H 0.4915 2.9106 4.5541
H -1.0433 2.0263 5.0493
H 0.2435 1.1435 4.3414
H 1.4952 3.3818 2.6167
H 2.7584 3.0981 0.4250
H 3.1221 1.7850 -1.5411
H 2.4179 0.1660 -3.2599
H 0.1443 -0.7563 -3.0682
H -2.2368 -0.4065 -1.8717
H -2.0128 -0.7741 -0.2007
H -0.6778 -5.2192 -0.6948
H -1.5039 0.7716 1.0719
```

SMILES = COc1ccc2cccc(CC3=NC(=O)NC3=O)c2c1
LUMO level = -1.6 eV
E_tot = -24869.9926 eV
Gap between HOMO and LUMO = 0.2388 Eh


No. 2
C15H12N3OS4SbSe2Ti as an isolated structure, computed with the ωB97M-V functional and the def2-TZVPD basis.

Structure (XYZ):
```
39
C15H12N3OS4SbSe2Ti | OMol25 | the ωB97M-V functional and the def2-TZVPD basis
Ti -0.3760 0.1146 0.5640
Se -0.4277 3.0232 1.0630
Se -1.7280 -0.0470 2.8947
C 0.0729 0.2231 3.3525
C 0.5973 0.2052 4.6467
C 1.9458 0.4328 4.8229
C 2.7618 0.6803 3.7191
C 2.1785 0.6790 2.4688
N 0.8760 0.4560 2.3007
C -1.8985 2.5809 0.0233
C -2.9336 3.4491 -0.3400
C -3.9079 3.0236 -1.2187
C -3.8490 1.7323 -1.7400
C -2.8267 0.9117 -1.3087
N -1.8975 1.3081 -0.4376
H -0.0627 0.0082 5.4793
H 2.3713 0.4185 5.8194
H 3.8208 0.8642 3.8275
H 2.7397 0.8653 1.5605
H -2.9337 4.4494 0.0692
H -4.7095 3.6928 -1.5078
H -4.5768 1.3737 -2.4538
H -2.7279 -0.1079 -1.6605
S 0.1589 -4.1768 -2.3695
Sb 0.2032 -1.9565 -2.5362
S 1.2877 0.7306 -1.1291
S 2.0480 -1.2221 -1.2785
O -1.2354 -1.4656 -0.2513
N -1.6574 -2.5822 0.3684
C -2.8661 -3.0501 -0.0020
C -3.3669 -4.2018 0.5238
C -2.5778 -4.8909 1.4600
C -1.3573 -4.3982 1.8207
C -0.8375 -3.1932 1.2841
S 0.6368 -2.5216 1.7060
H -3.3693 -2.4381 -0.7345
H -4.3372 -4.5574 0.2136
H -2.9360 -5.8144 1.8965
H -0.7337 -4.9050 2.5417
```

LUMO level (alpha / beta) = 2.1 / 2.1 eV
Spin multiplicity = 2
Net charge = -1
Expectation value of S² = 0.75
E_tot = -225959.4702 eV
Gap between HOMO and LUMO (alpha / beta) = 0.2341 / 0.2353 Eh


No. 3
C15H13BCdClO4 as an isolated structure, computed with the ωB97M-V functional and the def2-TZVPD basis.

Structure (XYZ):
```
35
C15H13BCdClO4 | OMol25 | the ωB97M-V functional and the def2-TZVPD basis
Cd -0.4335 0.8416 -0.0132
C 2.9842 3.2924 1.5690
C 2.3633 2.2339 0.6601
O 1.2260 1.7828 1.0599
C 3.0068 1.8009 -0.5549
C 4.1594 2.4574 -0.9452
C 4.9108 1.9148 -1.9322
C 4.5298 0.7674 -2.6648
C 3.3147 0.1732 -2.4052
C 2.4464 0.7075 -1.3611
O 1.1848 0.3869 -1.4169
H 2.9242 2.8221 2.5530
H 2.3427 4.2148 1.5257
H 3.9866 3.6283 1.2279
H 4.4169 3.4218 -0.5268
H 5.8320 2.3788 -2.3106
H 5.1605 0.4544 -3.4843
H 2.9633 -0.6506 -2.9978
O -3.1160 -0.5306 1.2616
B -2.4096 -0.3147 0.0398
O -2.2872 -1.6176 -0.5975
C -2.9338 -2.5965 0.2321
C -3.1032 -4.0014 0.1030
C -3.9181 -4.6856 1.0639
C -4.5034 -3.9471 2.0752
C -4.1752 -2.6243 2.3707
C -3.4271 -1.9480 1.3957
H -2.5970 -4.5912 -0.6908
H -4.0593 -5.7813 1.1047
H -5.0755 -4.5257 2.7864
H -4.5314 -2.0897 3.2942
Cl -1.8422 3.0810 -0.5512
C -2.7557 1.0686 -0.4751
H -2.9190 1.2001 -1.4979
H -3.6650 1.2755 0.1025
```

LUMO level (alpha / beta) = 2.6 / 2.6 eV
Net charge = -1
E_tot = -41719.6334 eV
Gap between HOMO and LUMO (alpha / beta) = 0.1889 / 0.1890 Eh


No. 4
C15H13BaCl5FNSi as an isolated structure, computed with the ωB97M-V functional and the def2-TZVPD basis.

Structure (XYZ):
```
37
C15H13BaCl5FNSi | OMol25 | the ωB97M-V functional and the def2-TZVPD basis
Ba -1.0574 1.1138 0.0000
Cl 2.3007 0.8746 0.0000
C 2.0569 2.6671 0.0000
C 0.7604 3.0993 0.0000
C 0.6025 4.4633 0.0000
Cl -1.0751 5.0714 0.0000
C 1.6528 5.3709 0.0000
Cl 1.3799 7.0745 0.0000
C 2.9589 4.8673 0.0000
Cl 4.2978 5.9495 0.0000
C 3.1765 3.4889 0.0000
Cl 4.7794 2.8510 0.0000
C -5.8261 0.3090 1.5107
Si -4.7799 0.6133 0.0000
C -5.8261 0.3090 -1.5107
C -4.3075 2.4350 0.0000
N -3.2796 -0.2090 0.0000
C -3.1110 -1.5725 0.0000
C -4.1234 -2.5602 0.0000
C -3.8503 -3.9205 0.0000
C -2.5461 -4.4008 0.0000
C -1.5046 -3.4807 0.0000
C -1.8332 -2.1552 0.0000
F -0.7358 -1.2461 0.0000
H -6.6341 1.0459 1.5621
H -5.2409 0.3882 2.4308
H -6.2878 -0.6816 1.4933
H -6.6341 1.0459 -1.5621
H -6.2878 -0.6816 -1.4933
H -5.2408 0.3882 -2.4308
H -5.1952 3.0736 0.0000
H -3.7341 2.7223 -0.8909
H -3.7341 2.7223 0.8909
H -5.1567 -2.2314 0.0000
H -4.6774 -4.6195 0.0000
H -2.3365 -5.4609 0.0000
H -0.4641 -3.7781 0.0000
```

LUMO level = -0.5 eV
E_tot = -91158.7233 eV
Gap between HOMO and LUMO = 0.2627 Eh


No. 5
C15H13BiF5N5O5S2 as an isolated structure, computed with the ωB97M-V functional and the def2-TZVPD basis.

Structure (XYZ):
```
46
C15H13BiF5N5O5S2 | OMol25 | the ωB97M-V functional and the def2-TZVPD basis
Bi 10.6070 12.1017 6.2945
O 12.7549 11.5588 9.4144
S 11.7494 12.4132 8.8800
O 11.4034 13.5734 9.6610
O 12.1991 12.8880 7.4755
O 10.5157 11.6101 8.4114
C 14.6670 16.0284 8.2711
C 14.4383 15.3801 6.9516
N 15.3596 14.7802 6.2386
N 14.6558 14.2627 5.1933
C 13.3416 14.4621 5.3164
S 12.0802 13.8646 4.3216
N 13.1929 15.2806 6.3727
N 11.9870 15.7976 6.8522
H 15.6950 15.8620 8.4768
H 14.0341 15.5051 9.0330
H 14.4183 17.0838 8.2421
H 15.1009 13.6416 4.5460
H 11.5554 15.0805 7.4250
H 11.3532 15.9776 6.0469
F 5.0704 16.1417 4.3685
C 6.0860 15.5418 4.9709
C 6.4542 14.2237 4.7167
F 5.7900 13.5015 3.8242
C 7.5582 13.6537 5.3308
F 7.8486 12.3888 4.9922
C 8.3285 14.2684 6.2921
O 9.2874 13.6488 6.9581
C 7.9903 15.5845 6.4950
F 8.6614 16.3070 7.3627
C 6.8916 16.2144 5.8894
F 6.6570 17.4792 6.2366
C 14.9247 6.8153 5.3942
C 14.0078 7.9306 5.7523
C 12.9123 8.2067 4.9557
C 12.1285 9.2998 5.2061
N 12.3319 10.1553 6.1929
C 13.3525 9.8681 7.0739
C 14.2048 8.8111 6.8429
H 15.6241 7.2069 4.6505
H 14.3650 5.9963 4.9555
H 15.4718 6.4952 6.2540
H 12.7369 7.5999 4.0630
H 11.2859 9.5147 4.5372
H 13.5178 10.5444 7.8707
H 15.0012 8.5712 7.4985
```

LUMO level = -0.5 eV
E_tot = -74551.0141 eV
Gap between HOMO and LUMO = 0.3051 Eh


No. 6
C15H13Br2N2O6Pt as an isolated structure, computed with the ωB97M-V functional and the def2-TZVPD basis.

Structure (XYZ):
```
39
C15H13Br2N2O6Pt | OMol25 | the ωB97M-V functional and the def2-TZVPD basis
Pt 0.6710 -0.0856 -0.5316
O 0.6363 2.3909 -0.4201
C -0.6147 3.0049 -0.6825
C -0.9750 3.0864 -2.1766
N -1.2393 1.8069 -2.7912
C -2.3988 1.1107 -2.4885
C -2.3357 -0.1155 -1.3161
O -3.0953 -1.0021 -1.5626
O -1.5956 0.1539 -0.3548
C -0.3003 1.3131 -3.7447
C 1.1231 1.2738 -3.0360
O 1.7745 2.2948 -3.0064
O 1.3577 0.1568 -2.4968
H 1.3131 2.7817 -1.0018
H -0.6004 4.0244 -0.2794
H -1.3565 2.4083 -0.1457
H -0.1524 3.5649 -2.7153
H -1.8706 3.7091 -2.2757
H -2.8026 0.5825 -3.3502
H -3.1510 1.7580 -2.0357
H -0.2193 1.9939 -4.5996
H -0.5670 0.3034 -4.0584
Br 2.0373 -5.1629 -0.2155
C 1.6165 -4.0017 1.1895
C 1.6869 -4.4085 2.5130
C 1.3535 -3.5430 3.5400
Br 1.4296 -4.1618 5.3166
C 0.9528 -2.1975 3.2744
C 0.5610 -1.2657 4.2508
C 0.1945 0.0049 3.8686
C 0.2779 0.3643 2.5230
N 0.6320 -0.4983 1.5902
C 0.9283 -1.7662 1.9286
C 1.2072 -2.6767 0.8269
O 1.0742 -2.3157 -0.3606
H 1.9866 -5.4232 2.7385
H 0.5434 -1.5572 5.2897
H -0.1421 0.7235 4.5978
H 0.0581 1.3705 2.1969
```

LUMO level (alpha / beta) = -4.2 / -6.1 eV
Spin multiplicity = 5
Net charge = +1
Expectation value of S² = 6.05
E_tot = -174353.2029 eV
Gap between HOMO and LUMO (alpha / beta) = 0.2837 / 0.2370 Eh


No. 7
A 5-piece molecular cluster, C15H13Br9N2O4 overall, computed with the ωB97M-V functional and the def2-TZVPD basis.

Structure (XYZ):
```
43
C15H13Br9N2O4 | OMol25 | the ωB97M-V functional and the def2-TZVPD basis
O -6.0801 0.2558 3.8704
N -5.9083 1.4620 4.0995
O -6.8010 2.1686 4.5075
C -4.6137 2.0188 3.6498
C -4.4143 3.4535 3.6339
C -3.2836 3.9466 2.9993
C -2.3532 3.0364 2.5382
C -2.4720 1.6892 2.7065
C -3.6313 1.1561 3.1666
H -5.0944 4.1461 4.1075
H -3.1913 5.0094 2.8314
H -1.4750 3.4312 2.0490
H -1.6527 1.0083 2.5289
H -3.6468 0.0934 3.3587
O 8.0187 10.3525 15.4030
N 7.3640 11.3731 15.3935
O 7.7438 12.4303 15.8857
C 6.0766 11.3590 14.6038
C 5.6416 12.6155 14.1002
C 4.5119 12.5847 13.2620
C 3.8507 11.4156 12.9252
C 4.3532 10.1795 13.3769
C 5.4348 10.1628 14.2498
H 6.1502 13.5668 14.1540
H 4.2860 13.4683 12.6837
H 2.9856 11.4796 12.2819
H 3.9307 9.2858 12.9419
H 5.8518 9.2114 14.5456
Br 0.2033 6.5083 9.1979
C -1.2237 6.3509 7.8309
Br -0.9224 7.4858 6.1872
Br -3.0235 6.6583 8.5148
H -1.0927 5.3063 7.5482
Br 2.4003 2.0774 9.6445
C 1.8024 1.3974 7.9011
Br 2.6640 2.3182 6.3993
Br -0.1412 1.2621 7.6875
H 2.2340 0.3983 7.8389
Br -8.3689 10.5093 5.9928
C -7.7869 8.7080 5.4620
Br -7.0172 8.6720 3.6368
Br -9.3661 7.4249 5.5892
H -6.9730 8.4873 6.1527
```

SMILES = O=[N+]([O-])c1ccccc1.O=[N+]([O-])c1ccccc1.BrC(Br)Br.BrC(Br)Br.BrC(Br)Br
LUMO level = -0.7 eV
E_tot = -657310.3677 eV
Gap between HOMO and LUMO = 0.3476 Eh


No. 8
A 2-piece molecular cluster, C15H13ClN2O overall, computed with the ωB97M-V functional and the def2-TZVPD basis.

Structure (XYZ):
```
32
C15H13ClN2O | OMol25 | the ωB97M-V functional and the def2-TZVPD basis
N 1.7587 -1.3754 2.3049
C 1.5499 -2.3385 1.3533
N 0.2292 -2.4333 1.0030
C -0.4236 -1.4983 1.7728
C -1.8773 -1.2603 1.6809
O -2.6579 -1.8368 0.9482
C 0.5515 -0.8511 2.5954
H 2.3341 -2.9525 0.9303
H -2.1887 -0.4542 2.3939
H 0.3420 -0.0693 3.3241
Cl 3.8060 -5.4883 7.2373
C 3.9435 -4.2509 6.0674
C 4.4956 -4.5487 4.8095
C 4.5931 -3.5466 3.8522
C 4.1552 -2.2247 4.1310
C 4.3962 -1.1806 3.1838
C 3.9315 0.2314 3.3425
C 4.7453 1.0449 2.2713
C 5.4992 -0.0220 1.5279
C 5.2575 -1.2752 2.0646
C 3.5797 -1.9552 5.4043
C 3.4992 -2.9532 6.3702
H 4.8625 -5.5489 4.5979
H 5.0123 -3.7779 2.8703
H 2.8586 0.2509 3.1072
H 4.0777 0.6410 4.3470
H 4.0720 1.6101 1.6167
H 5.3976 1.7613 2.7909
H 6.1980 0.1918 0.7221
H 5.6724 -2.2235 1.7146
H 3.2261 -0.9466 5.6253
H 3.1141 -2.7307 7.3620
```

LUMO level = -2.8 eV
E_tot = -33312.6312 eV
Gap between HOMO and LUMO = 0.1517 Eh


It is found that the energy relative to the best compared isomer or geometry (same formula, charge and spin) values, taken in the order of the records, are 275.35; 0.00; 0.00; 33.55; 16.67; 0.00; 147.36; 394.81 kJ/mol.